135
Properties=species:S:1:pos:R:3:forces:R:3:mulliken_charge:R:1 method="wB97M-V/def2-TZVPD" gap_ev=9.197 e_above_lowest_ev=1.2407
O 1.17016 -4.48267 -5.66048 -0.33 -0.17 0.24 -0.63
O -2.55794 -2.90204 2.26732 -0.23 0.06 0.31 -0.64
O 0.40986 5.04693 0.31712 0.16 0.27 -0.34 -0.69
O 2.60897 1.07620 -3.14265 -0.12 0.10 0.26 -0.64
O 0.89780 -0.23018 0.99234 0.15 -0.90 0.30 0.61
O 6.94641 -1.54374 1.47000 0.39 -0.66 -0.02 -0.63
O -5.23926 1.46014 3.36595 0.16 0.17 0.01 -0.75
O 3.81739 -4.91354 1.58598 0.50 -0.29 0.18 -0.47
O -0.58882 1.17879 5.16539 -0.32 -0.49 0.22 -0.78
O -4.47387 4.69841 0.30792 -0.23 -0.06 0.05 -0.57
O -2.57730 0.21057 -4.01907 -0.83 -0.33 0.06 -0.62
N -1.00428 -0.80523 6.20398 0.08 0.45 -0.35 -0.15
N 1.55997 0.74482 -5.12078 0.51 -0.48 -0.84 -0.11
N 0.75438 -2.33013 -6.26078 -0.02 -1.34 0.30 -0.11
N -3.15902 -3.06947 0.10683 -0.19 0.02 -0.78 -0.02
N 7.41765 0.64142 1.20408 -0.09 0.30 0.13 -0.17
N -3.29982 1.96163 4.43099 0.24 -0.19 0.05 0.46
N -4.29457 -1.19721 -3.51833 -0.27 -0.10 -0.34 -0.18
N 2.02584 3.53271 -0.05348 -0.48 -0.13 -0.63 -0.03
C -0.40776 -0.03795 5.26757 0.28 0.77 -0.52 0.60
C 1.07426 4.69066 -1.96458 0.14 -0.26 -0.39 -0.74
C 3.67733 -0.36840 -4.71322 -0.07 -0.54 -0.31 -1.06
C 6.57134 -0.40099 1.34843 -0.54 0.12 0.16 0.30
C -3.28226 0.23748 2.74440 0.07 0.14 0.24 1.39
C -3.54812 3.59940 0.27978 0.31 1.27 1.03 0.04
C 4.00805 -3.50227 1.53469 -0.41 0.04 -0.06 -0.54
C -4.54416 -2.67713 0.26879 -0.33 -0.72 0.53 -0.54
C 1.46146 -3.49164 -6.29518 0.47 -0.21 -0.55 0.75
C 1.15037 4.48193 -0.47686 -0.64 -0.23 0.81 0.84
C -0.01159 0.12752 -1.20712 1.07 -0.18 0.73 0.27
C -1.06191 0.39152 -0.12561 -0.31 -0.51 0.22 0.85
C -0.88426 -3.64976 0.76423 -0.61 0.60 -1.24 -0.40
C 2.57667 0.55433 -4.24405 -0.02 0.56 0.12 0.66
C -4.01961 -2.25178 -4.46116 0.13 -0.69 -0.35 -0.87
C -0.41278 -2.25189 -5.40377 0.16 1.28 0.46 -0.84
C 2.67010 -3.50522 -7.21254 0.22 0.43 0.28 -1.12
C 0.43981 1.65571 -4.95271 0.86 0.35 1.60 -0.69
C 2.43479 -5.24289 1.71861 0.12 0.76 -0.59 -0.69
C 2.24727 3.22426 1.33117 1.48 0.11 0.69 -0.82
C -3.61257 -0.03443 -3.39631 1.30 0.23 0.46 0.53
C -4.10700 0.92647 -2.32516 0.18 -0.68 -0.42 -0.26
C 0.56012 -0.72028 4.34295 1.05 -0.46 0.12 -0.96
C -2.28138 -3.19858 1.11877 0.48 0.18 0.66 0.43
C -2.62534 3.79265 1.50612 -0.01 -1.17 -0.28 1.17
C 8.83807 0.47038 1.09300 0.87 0.11 -0.13 -0.90
C 5.10221 -0.05294 1.38230 -0.35 0.02 -0.34 0.11
C -4.27476 5.49520 1.48264 0.07 -0.94 0.06 -0.73
C -2.05845 -0.31047 7.05583 -0.34 -0.68 0.81 -0.85
C 2.59903 -2.92084 1.42399 0.70 0.82 0.85 0.68
C -0.31494 0.45144 1.21600 -0.61 -0.07 -0.68 1.08
C -3.79386 3.08455 5.17261 -0.49 0.03 0.81 -1.34
C -4.04100 1.27478 3.54315 -0.35 -0.04 -0.41 0.25
C 1.27634 -0.09149 -0.37700 0.47 1.81 0.39 -0.39
C -3.46587 4.62062 2.44892 0.38 1.23 0.00 -0.08
C 1.73367 -3.93710 2.13377 0.58 -1.26 0.13 0.01
H -2.39050 2.80564 1.92389 0.08 0.19 0.07 -0.83
H -1.67631 -0.51053 -0.08842 -0.42 0.22 -0.02 -0.25
H 7.01088 1.55043 1.11206 0.09 0.20 -0.05 0.25
H -2.90567 -3.48936 -0.77119 0.06 0.11 -0.05 0.22
H -4.07265 4.02896 3.13354 -0.02 0.18 -0.85 -0.59
H -2.97839 3.78398 5.34339 -0.07 0.15 -0.15 0.36
H -0.18055 -1.82474 -4.42033 0.12 0.05 -0.09 0.20
H -5.15677 -1.32442 -3.02228 -0.04 0.35 0.22 0.28
H 3.51688 -0.77828 -5.71440 -0.19 -0.02 0.08 0.26
H 0.83533 2.60896 -4.58215 -0.07 0.10 -0.33 0.24
H 2.73028 -4.45312 -7.73648 -0.08 -0.06 0.02 0.35
H -1.69541 1.26766 -0.26041 0.07 -0.02 -0.18 -0.51
H 0.17575 0.94857 -1.89244 -0.25 -0.07 -0.18 -0.42
H 1.95536 -0.87112 -0.71514 -0.36 -0.43 0.24 0.42
H -4.12534 2.68056 0.39780 0.15 -0.17 -0.57 -0.04
H 3.30282 3.46895 1.50946 -0.10 0.03 0.43 0.36
H 0.13250 -1.50251 3.71553 -0.21 -0.12 0.24 0.22
H -2.86689 5.30748 3.05837 0.10 -0.31 0.12 0.46
H 1.80555 0.41091 -6.03423 -0.39 0.17 -0.24 0.30
H 1.90079 0.81698 -0.35499 -0.17 -0.04 -0.67 -0.19
H 3.55476 -3.41492 -6.57532 0.02 -0.09 -0.10 0.24
H 9.37482 1.41335 1.20673 -0.38 0.18 -0.08 0.35
H -5.15327 -3.54591 0.55062 -0.01 0.09 -0.12 0.36
H 0.69514 -3.92148 1.80443 1.96 -0.81 1.18 -0.34
H -4.91582 -2.52197 -5.02171 -0.10 0.07 0.12 0.38
H -0.82588 -3.23039 -5.19513 0.04 -0.20 -0.49 0.43
H 1.79943 -3.81993 3.21696 -0.06 0.12 0.04 0.32
H -0.11717 1.81391 -5.86271 -0.11 -0.27 -0.13 0.40
H 1.51631 3.83476 -2.48151 -0.08 0.07 -0.10 -0.03
H 1.65155 3.82092 2.01119 -0.24 0.27 -0.35 0.28
H -3.03073 -0.70867 6.75942 -0.03 0.20 -0.22 0.29
H -2.23338 0.18273 3.04096 -0.37 -0.23 0.30 -1.10
H -4.93670 -2.27625 -0.66005 0.11 0.15 -0.07 0.02
H 2.14896 2.18548 1.65587 -0.38 -0.18 -0.63 0.14
H 4.66176 0.09199 -4.75044 -0.10 0.29 0.36 0.36
H -3.67514 -3.15083 -3.94378 0.00 -0.02 0.02 0.26
H -4.67473 -1.96760 1.08032 0.29 0.21 -0.11 0.21
H -0.63017 -3.34770 -0.25874 -0.05 -0.21 -0.02 0.24
H -2.34656 1.66050 4.59305 0.06 0.21 -0.01 0.01
H 2.34260 -6.09282 2.38768 -0.09 0.01 0.17 0.31
H -3.26911 0.47265 1.67851 -0.31 0.17 0.03 -0.37
H 2.59111 -1.98826 1.99320 -0.28 0.25 -0.55 -0.11
H 1.24759 -1.53912 -6.61337 -0.35 0.49 -0.06 0.17
H -4.99577 0.54467 -1.82219 -0.24 0.44 -0.18 0.33
H 0.03048 4.79226 -2.25239 -0.06 -0.07 0.07 0.29
H -3.79949 -0.70716 2.87762 0.23 -0.23 -0.02 0.39
H -2.09056 0.76891 7.09434 0.15 0.15 -0.30 0.30
H 2.68927 -2.68467 -7.93184 -0.07 -0.03 -0.01 0.30
H 1.37642 -1.14047 4.94694 -0.26 -0.31 -0.04 0.65
H 4.55848 -0.66466 0.65971 0.20 -0.05 -0.06 -0.09
H 2.06946 -5.51957 0.72080 -0.11 -0.26 0.05 0.34
H -1.67752 4.23891 1.20734 -0.12 0.31 0.12 0.16
H 9.11201 0.06575 0.11730 0.02 -0.15 0.04 0.28
H -0.16196 1.29404 -4.11864 -0.49 -0.11 -0.44 0.01
H -0.21637 1.49217 1.54981 0.45 -0.04 0.03 -0.13
H 4.65619 -3.21110 0.70642 -0.05 -0.29 -0.17 0.32
H -5.23413 5.74300 1.93732 -0.11 0.23 -0.34 0.38
H 3.70274 -1.20202 -4.00945 0.16 0.01 -0.04 0.22
H -4.61799 3.54723 4.63351 0.12 -0.02 0.18 0.69
H -0.14451 -3.16225 1.39520 -1.64 0.78 -0.51 -0.31
H -1.13068 -1.57062 -5.85880 -0.18 -0.20 0.04 0.30
H 2.57136 3.06578 -0.75889 0.06 -0.10 0.10 0.12
H 9.25884 -0.16774 1.86824 -0.35 -0.27 -0.01 0.28
H -3.71892 6.38680 1.18548 -0.06 0.16 0.21 0.28
H 4.52374 -3.12715 2.42592 -0.10 -0.30 0.17 0.22
H -3.26585 -2.01992 -5.20615 0.11 0.52 0.24 0.18
H -0.22067 -0.80434 -1.72707 -0.23 0.20 -0.39 -0.06
H -3.33982 1.02182 -1.56002 0.14 0.01 -0.15 -0.29
H -4.20722 1.88405 -2.82867 -0.40 0.16 0.32 0.37
H -0.74366 -4.72668 0.84760 -0.23 -0.04 0.06 0.61
H -1.90131 -0.66930 8.07687 0.12 0.08 -0.03 0.34
H 1.08026 -0.03948 3.67420 -0.43 0.39 0.05 0.04
H 2.32949 -2.75668 0.38377 -0.24 0.01 -0.02 -0.17
H -4.21293 2.83411 6.15503 0.15 -0.30 -0.02 0.35
H -0.89178 -0.09756 1.95948 0.47 0.07 -0.01 -1.54
H 4.90048 0.98709 1.12505 -0.04 0.06 0.23 0.09
H -0.79429 -1.78618 6.21662 -0.04 -0.10 -0.07 0.23
H 1.58045 5.58969 -2.31398 0.11 0.08 0.30 0.34
H 4.67412 -0.31559 2.34910 0.13 0.20 0.11 0.16
H -2.92821 3.73116 -0.60817 -0.35 -0.69 -0.36 0.11